Formula: C60H161N11O21
Source: OMol25
Level of theory: the ωB97M-V functional and the def2-TZVPD basis

The geometry in XYZ format:
```
253
Properties=species:S:1:pos:R:3:forces:R:3
C 28.821 2.548 -24.082 -1.479 1.130 1.205
O 28.743 3.178 -25.351 0.737 -0.305 -0.178
H 28.902 3.301 -23.298 0.795 0.339 0.138
H 27.805 2.234 -23.842 0.101 -1.265 -0.002
H 29.602 1.811 -23.892 -0.207 -0.012 -0.847
H 28.044 3.826 -25.236 0.050 0.111 -0.307
C 14.297 10.564 -27.677 0.316 0.045 -0.539
O 14.444 11.729 -26.858 0.402 -0.476 -0.667
H 13.428 10.495 -28.332 -0.634 0.473 0.472
H 15.091 10.574 -28.423 0.380 0.386 0.271
H 14.409 9.591 -27.201 -0.129 0.171 0.690
H 13.745 11.917 -26.227 -0.380 -0.602 -0.183
C 10.522 10.803 -23.838 -0.133 0.527 -0.057
O 11.252 12.020 -24.028 0.712 -0.558 -0.451
H 11.159 9.929 -23.974 0.540 0.358 0.314
H 10.090 10.791 -22.837 -0.204 -0.271 -0.117
H 9.779 10.656 -24.621 -0.447 0.347 0.158
H 10.842 12.805 -23.658 -0.424 -0.418 0.111
C 17.882 8.918 -18.206 0.732 -0.504 -0.564
O 17.125 8.578 -17.084 -0.411 -0.314 0.612
H 18.507 8.053 -18.424 0.037 -0.120 0.115
H 17.308 9.058 -19.122 -0.267 0.394 0.074
H 18.584 9.733 -18.032 -0.209 0.357 -0.007
H 16.472 9.243 -16.852 0.122 0.176 -0.240
C 21.025 0.571 -19.173 0.144 -0.137 -0.334
O 22.217 0.416 -19.969 -0.305 0.135 0.934
C 21.950 0.701 -21.338 -0.855 0.450 0.748
C 21.669 2.209 -21.623 -1.376 -0.302 0.452
N 20.160 2.500 -21.702 3.270 0.192 0.872
C 19.776 3.861 -22.092 -0.550 -1.772 0.600
C 18.240 3.876 -21.942 2.011 0.116 -1.353
O 17.877 5.173 -22.333 -1.863 -0.289 1.026
C 16.445 5.354 -22.320 0.977 1.126 -1.681
H 20.272 -0.159 -19.472 -0.277 0.073 -0.595
H 20.639 1.586 -19.267 -0.159 -0.046 -0.025
H 21.125 0.328 -18.115 1.024 0.191 -0.038
H 21.038 0.140 -21.543 -0.203 -0.108 -0.650
H 22.758 0.252 -21.915 0.081 0.376 0.033
H 22.303 2.553 -22.441 -0.562 -0.053 -0.877
H 22.076 2.815 -20.813 -0.122 -0.175 0.475
H 19.614 1.688 -21.954 -0.080 0.477 -0.530
H 20.196 4.092 -23.072 -0.662 0.191 -0.503
H 20.173 4.643 -21.444 0.251 -0.316 0.502
H 17.965 3.542 -20.942 -0.092 0.564 0.326
H 17.887 3.093 -22.614 -0.587 0.052 -0.389
H 15.883 5.028 -21.445 0.383 -0.132 0.092
H 16.056 4.963 -23.261 -0.332 -0.853 0.193
H 16.320 6.417 -22.527 -0.148 0.217 0.720
C 14.481 -1.136 -27.957 -0.042 -0.367 0.390
O 14.254 -0.937 -26.555 0.765 1.682 -0.641
C 13.522 -1.947 -25.888 0.397 -0.274 -0.201
C 13.530 -1.763 -24.281 1.344 -0.245 -2.918
N 14.539 -2.691 -23.709 -0.970 0.215 -0.802
C 15.945 -2.553 -24.194 -1.069 -0.814 1.217
C 16.589 -1.235 -24.049 -0.136 2.368 0.369
O 16.832 -0.802 -22.688 0.480 -1.739 -0.384
C 15.801 -0.809 -21.719 -0.153 2.070 0.310
H 13.585 -1.197 -28.575 -0.503 -0.004 0.326
H 15.045 -2.046 -28.160 0.071 -0.379 0.270
H 15.077 -0.342 -28.408 -0.012 0.346 0.671
H 14.049 -2.835 -26.235 -0.354 -0.863 0.775
H 12.547 -1.964 -26.375 -0.546 -0.123 0.554
H 12.500 -1.859 -23.938 0.328 -0.597 0.396
H 13.798 -0.711 -24.174 0.048 0.271 0.267
H 14.375 -2.804 -22.719 0.589 -0.062 -0.304
H 16.022 -2.932 -25.213 -0.119 0.191 -0.108
H 16.585 -3.193 -23.586 -0.294 -0.517 0.083
H 16.066 -0.399 -24.514 -0.581 -0.151 -0.302
H 17.545 -1.219 -24.572 0.298 -0.252 0.387
H 15.011 -1.548 -21.586 0.863 -0.713 -0.388
H 15.221 0.100 -21.879 -0.321 0.366 -0.032
H 16.310 -0.628 -20.773 -0.029 -0.356 0.070
C 22.549 9.205 -21.978 -0.472 0.386 0.052
O 23.758 9.103 -21.217 -0.642 0.474 0.263
C 23.685 9.509 -19.811 -1.145 -0.044 -0.289
C 25.051 9.641 -19.200 0.797 -1.274 -1.308
N 25.810 8.485 -19.757 0.074 0.605 2.648
C 27.242 8.813 -19.821 0.116 -0.268 -1.842
C 27.979 9.357 -18.575 -2.126 0.455 -0.371
O 29.309 9.611 -18.882 1.583 0.010 0.399
C 30.265 9.718 -17.773 -1.157 -0.951 -1.186
H 21.642 8.927 -21.441 0.104 0.178 0.620
H 22.455 8.583 -22.868 1.148 -0.609 0.176
H 22.410 10.195 -22.414 0.094 0.434 0.478
H 23.151 8.742 -19.251 -0.108 -0.342 -0.151
H 23.121 10.424 -19.628 -0.126 0.263 -0.595
H 24.954 9.612 -18.115 0.065 -0.022 0.049
H 25.593 10.541 -19.490 -0.339 0.542 -0.053
H 25.359 8.364 -20.652 0.937 -0.362 -0.386
H 27.307 9.550 -20.622 0.554 0.738 0.044
H 27.761 7.973 -20.282 0.200 -0.344 0.523
H 27.707 8.756 -17.708 0.818 -0.601 0.234
H 27.480 10.304 -18.369 -0.022 0.422 0.274
H 31.256 9.910 -18.184 -0.280 0.214 -0.245
H 30.300 8.713 -17.351 0.053 0.161 0.632
H 29.996 10.492 -17.054 -0.136 -0.074 0.033
C 22.839 -8.396 -28.748 0.317 -1.854 -0.050
O 22.640 -8.384 -27.348 0.766 0.685 0.212
C 23.762 -8.897 -26.577 -1.776 -0.269 0.404
C 23.152 -9.156 -25.184 0.705 -0.911 -0.401
N 23.247 -7.994 -24.420 -0.100 2.184 2.177
C 22.622 -8.142 -23.062 0.071 1.062 -1.203
C 22.931 -6.893 -22.123 -0.340 -2.542 -0.256
O 22.195 -6.960 -20.901 0.901 -0.059 -0.170
C 20.782 -6.880 -21.005 1.325 0.313 -0.382
H 22.069 -7.874 -29.316 0.133 0.334 0.486
H 22.772 -9.451 -29.015 -0.348 -0.340 -0.496
H 23.851 -8.189 -29.096 0.117 0.943 0.291
H 24.536 -8.135 -26.490 0.202 -0.121 -0.159
H 24.133 -9.835 -26.990 0.100 0.040 -0.335
H 23.692 -9.863 -24.553 0.126 -0.863 -0.701
H 22.109 -9.460 -25.277 -0.179 -0.557 -0.403
H 22.884 -7.245 -24.992 -0.391 0.519 0.547
H 22.960 -9.108 -22.687 0.642 0.288 0.496
H 21.554 -8.341 -23.142 -0.414 0.406 -0.215
H 22.802 -5.960 -22.671 -0.171 0.135 0.014
H 23.976 -7.053 -21.857 -0.021 0.579 0.145
H 20.577 -5.903 -21.442 -0.676 0.081 -0.023
H 20.432 -6.946 -19.975 -0.336 -0.111 -0.308
H 20.454 -7.682 -21.667 -0.654 0.071 0.328
C 26.201 -4.288 -14.758 0.449 0.058 0.026
O 26.789 -5.336 -13.946 -0.705 1.055 -0.754
C 26.337 -5.411 -12.607 -2.020 -1.399 -0.650
C 26.663 -6.841 -12.019 1.747 3.641 -0.589
N 28.002 -6.604 -11.467 0.833 -0.674 0.731
C 28.544 -7.804 -10.891 1.790 -0.526 0.266
C 30.108 -7.913 -10.777 0.666 -0.025 -0.328
O 30.860 -7.997 -12.030 -1.815 0.084 -0.189
C 32.234 -8.319 -11.945 -0.627 0.658 0.945
H 26.841 -4.122 -15.624 0.259 -0.210 0.181
H 26.074 -3.318 -14.279 0.504 0.010 0.677
H 25.208 -4.436 -15.183 -0.249 -1.036 0.306
H 25.250 -5.398 -12.519 -0.621 0.207 -0.843
H 26.577 -4.516 -12.034 1.010 -0.363 0.369
H 26.749 -7.599 -12.797 -0.796 -0.071 -0.121
H 25.873 -6.980 -11.281 0.525 -0.657 0.283
H 28.685 -6.402 -12.183 -0.550 0.633 -0.755
H 28.256 -8.668 -11.490 -0.349 -0.498 0.264
H 28.183 -7.820 -9.863 -0.032 -0.776 0.099
H 30.357 -8.809 -10.208 -0.325 -0.336 0.093
H 30.520 -7.105 -10.173 -0.037 0.475 -0.075
H 32.665 -7.582 -11.268 0.624 -0.002 0.032
H 32.692 -8.236 -12.930 -0.248 -0.008 0.051
H 32.403 -9.311 -11.526 -0.025 -0.225 -0.027
C 5.984 -0.220 -21.674 0.295 0.553 0.697
O 5.657 0.914 -20.828 -1.757 -1.410 -2.100
C 6.589 1.120 -19.843 1.178 -0.527 0.347
C 7.591 2.113 -20.428 -0.292 0.809 1.596
N 7.000 3.464 -20.287 1.358 1.102 -1.338
C 7.852 4.469 -21.051 -0.926 -0.390 0.475
C 9.150 4.816 -20.393 0.578 0.348 0.736
O 9.448 6.210 -20.613 0.025 0.218 0.249
C 10.345 6.873 -19.681 -0.121 -2.059 -0.224
H 5.281 -0.345 -22.497 -0.330 0.173 0.477
H 6.067 -1.101 -21.037 -0.424 -0.269 -0.081
H 6.965 -0.143 -22.143 0.269 0.471 -0.003
H 7.012 0.164 -19.535 0.701 -0.267 -0.304
H 6.088 1.379 -18.910 -0.026 1.024 -0.196
H 7.788 1.884 -21.475 0.068 -0.306 -0.137
H 8.534 2.114 -19.881 0.111 -0.080 0.032
H 6.191 3.479 -20.891 -0.689 -0.378 0.304
H 7.316 5.410 -21.174 -0.331 -0.172 0.060
H 8.070 4.062 -22.038 -0.088 0.068 -0.338
H 9.872 4.110 -20.805 0.831 0.451 -0.084
H 9.121 4.608 -19.323 -0.255 0.089 0.231
H 9.920 7.693 -19.103 -0.387 0.214 -0.660
H 11.260 7.131 -20.215 -0.105 0.346 0.076
H 10.604 6.126 -18.930 0.323 -0.004 0.178
C 13.942 -1.653 -12.935 -0.784 0.370 -0.045
C 15.347 -1.577 -13.492 -0.067 1.622 -0.196
C 15.304 -1.615 -15.068 2.155 -0.315 1.753
O 14.956 -2.863 -15.571 -0.826 -0.966 -0.641
C 16.035 -3.756 -15.769 0.666 0.286 -0.336
N 15.930 -0.257 -13.111 -0.008 0.167 0.124
H 13.445 -2.585 -13.206 0.150 -0.171 0.292
H 13.299 -0.865 -13.327 0.208 0.189 -0.588
H 13.850 -1.427 -11.872 0.447 -0.605 0.258
H 15.985 -2.292 -12.972 -0.110 -0.909 -0.826
H 16.334 -1.448 -15.382 0.309 0.471 -0.142
H 14.728 -0.774 -15.453 -0.516 -0.385 0.046
H 16.675 -3.884 -14.896 -0.456 -0.334 0.532
H 16.770 -3.419 -16.501 -0.121 0.721 -0.456
H 15.708 -4.702 -16.200 -0.483 0.034 0.574
H 16.844 -0.094 -13.507 0.127 -0.144 -0.993
H 16.252 -0.319 -12.155 -0.630 0.014 0.649
C 22.658 -2.439 -27.992 0.352 -1.761 0.012
C 21.640 -1.495 -27.530 -1.519 1.373 0.770
C 22.160 -0.058 -27.733 -1.036 -1.133 -0.582
O 21.273 0.858 -27.165 -0.097 0.100 -0.456
C 21.638 2.186 -27.509 -1.675 0.003 1.034
N 20.394 -1.755 -28.296 0.541 0.616 -0.386
H 23.436 -2.553 -27.237 0.550 0.344 -0.526
H 22.937 -2.221 -29.023 0.629 0.238 0.205
H 22.234 -3.440 -28.063 -0.195 -0.176 0.075
H 21.420 -1.570 -26.465 0.244 -0.340 0.346
H 22.121 0.004 -28.821 0.428 0.577 -0.388
H 23.161 0.136 -27.349 0.281 -0.460 -0.018
H 21.952 2.311 -28.545 0.503 -0.137 0.154
H 22.276 2.566 -26.711 0.653 0.234 -0.520
H 20.694 2.720 -27.402 0.046 0.391 -0.099
H 19.636 -1.112 -28.114 0.148 0.141 0.257
H 20.057 -2.698 -28.164 0.128 -0.010 0.143
C 21.635 0.088 -12.168 0.100 1.855 -0.822
C 21.053 1.484 -11.694 0.224 -1.277 -1.102
C 20.776 2.378 -12.959 -0.015 -0.272 0.557
O 19.825 1.883 -13.878 -1.514 0.725 -1.591
C 19.530 2.917 -14.942 0.685 -0.846 1.346
N 19.910 1.220 -10.860 -1.166 -0.393 0.276
H 22.092 -0.543 -11.407 -0.591 0.004 0.162
H 22.436 0.324 -12.869 0.351 -0.001 0.007
H 20.888 -0.373 -12.814 -0.155 -0.415 0.551
H 21.720 1.933 -10.958 1.083 0.738 -1.145
H 21.719 2.406 -13.504 0.368 0.660 0.186
H 20.369 3.355 -12.700 0.722 0.395 0.562
H 19.041 3.840 -14.630 -0.006 -0.049 1.121
H 18.817 2.558 -15.684 0.595 -0.781 0.025
H 20.495 3.248 -15.327 -0.042 -0.296 -0.545
H 20.345 0.942 -9.992 -0.542 -0.318 0.409
H 19.413 2.072 -10.645 -0.155 0.225 -0.028
C 30.986 0.584 -18.429 -1.513 -1.722 1.619
C 29.691 -0.132 -17.711 0.328 0.161 -0.919
C 29.658 -0.080 -16.146 1.643 0.739 -0.679
O 30.951 -0.505 -15.568 -1.320 -0.133 0.204
C 30.802 -1.811 -14.960 -0.818 1.001 -0.213
N 28.528 0.515 -18.328 0.673 0.398 0.264
H 31.212 0.255 -19.444 -0.444 -0.387 0.110
H 31.814 0.300 -17.780 0.270 0.641 -0.140
H 30.774 1.651 -18.507 0.270 0.060 0.443
H 29.538 -1.185 -17.950 0.863 -0.212 -0.332
H 28.785 -0.619 -15.776 0.226 -0.621 0.061
H 29.442 0.942 -15.835 0.470 0.303 0.104
H 30.217 -2.335 -15.715 0.372 -1.069 0.461
H 30.243 -1.745 -14.027 -0.569 0.203 -0.015
H 31.720 -2.273 -14.597 0.390 0.200 -1.011
H 28.689 1.484 -18.092 -0.804 0.457 -0.205
H 27.632 0.213 -17.976 -0.049 -0.027 0.241
C 14.453 5.706 -30.143 -0.473 0.161 -1.574
C 15.099 4.444 -29.565 -0.367 0.870 2.237
C 16.558 4.752 -29.079 -2.313 -0.273 -1.006
O 17.106 5.329 -30.218 1.063 0.420 0.435
C 17.807 4.453 -31.029 1.096 0.318 -1.209
N 14.216 3.999 -28.440 0.437 -0.869 -0.837
H 13.364 5.665 -30.132 -0.046 -0.189 0.867
H 14.559 5.781 -31.225 0.753 -0.101 -0.189
H 14.785 6.682 -29.789 0.140 -0.246 0.515
H 15.160 3.671 -30.332 -0.230 -0.111 0.130
H 17.102 3.859 -28.770 0.007 -0.102 0.144
H 16.514 5.479 -28.267 0.140 0.098 0.030
H 18.502 5.133 -31.522 0.380 -0.512 -0.332
H 17.257 3.932 -31.812 -0.741 0.207 -0.074
H 18.350 3.644 -30.542 0.183 0.223 0.642
H 14.482 4.409 -27.557 0.154 0.380 0.030
H 14.383 3.010 -28.319 -0.180 -0.288 0.211
```
Forces are in eV/Å.

Values from the calculation:
LUMO in eV: 0.098
Electronic energy in eV: -124195.9717
Kohn-Sham gap in eV: 8.51
Highest occupied orbital energy in eV: -8.411